Entry from the OMol25 dataset: a cluster of 6 separate species, C38H60FI2N6O24PS5 in total at a distorted geometry (wB97M-V/def2-TZVPD).

Output
Kohn-Sham gap	7.2638	eV
highest occupied orbital energy	-8.78	eV
SMILES	C[C@H](F)Cc1c(CCCI)cc2c(c1CC(N)(N)N)C(=O)c1c(CCCCN)c(I)c(P(=N)(O)O)c(CCN)c1C2=O.O=S1(=O)OCCO1.O=S1(=O)OCCO1.O=S1(=O)OCCO1.O=S1(=O)OCCO1.O=S1(=O)OCCO1

The geometry in XYZ format:
```
137
Properties=species:S:1:pos:R:3:lowdin_charge:R:1
C -0.254 -5.562 -0.752 -0.033
C 1.151 -5.087 -0.132 -0.266
F 1.582 -6.171 0.766 -0.116
C 0.937 -3.804 0.802 -0.110
C 1.359 -2.414 0.139 -0.044
C 2.888 -2.124 -0.009 -0.103
C 3.991 -3.170 0.487 -0.135
C 4.333 -2.837 2.063 -0.272
C 3.436 -1.661 2.673 -0.633
I 3.948 -1.363 4.813 0.634
C 3.411 -0.785 -0.654 0.065
C 2.329 0.231 -1.082 -0.025
C 0.784 -0.034 -0.905 0.000
C 0.278 -1.367 -0.310 -0.023
C -1.311 -1.599 -0.190 -0.063
C -1.999 -0.793 1.024 -0.576
N -2.109 -1.776 2.159 0.073
N -1.207 0.360 1.532 0.083
N -3.355 -0.326 0.549 0.065
C -0.178 1.173 -1.372 -0.237
O -1.251 0.986 -2.011 0.023
C 0.381 2.642 -0.989 0.023
C -0.554 3.760 -0.461 -0.131
C -2.152 3.539 -0.302 -0.212
C -2.980 4.312 -1.438 -0.223
C -4.554 4.416 -1.139 -0.177
C -4.910 4.937 0.348 -0.286
N -5.749 3.918 1.056 -0.038
C 0.113 5.119 -0.079 -0.470
I -1.246 6.684 0.681 0.966
C 1.668 5.402 -0.195 -0.200
P 2.239 7.104 0.386 0.579
N 1.554 8.189 -0.560 -0.219
O 3.917 7.354 0.321 -0.220
O 1.807 7.243 2.038 -0.241
C 2.596 4.276 -0.768 -0.068
C 4.181 4.526 -0.953 -0.157
C 5.003 4.382 0.435 -0.270
N 6.393 4.874 0.148 -0.041
C 1.926 2.909 -1.152 0.027
C 2.775 1.652 -1.708 -0.252
O 3.676 1.736 -2.576 0.047
H -1.141 -4.997 -0.294 0.062
H -0.235 -5.378 -1.878 0.048
H -0.404 -6.668 -0.473 0.102
H 1.967 -4.967 -0.922 0.147
H 1.621 -3.939 1.728 0.115
H -0.129 -3.721 1.239 0.103
H 4.999 -3.067 -0.055 0.063
H 3.649 -4.256 0.474 0.105
H 4.140 -3.767 2.721 0.102
H 5.430 -2.557 2.215 0.101
H 3.606 -0.634 2.195 0.051
H 2.309 -1.914 2.693 0.048
H 4.528 -0.563 -0.803 0.115
H -1.451 -2.745 -0.107 0.101
H -1.738 -1.323 -1.229 0.105
H -2.763 -1.439 2.880 0.084
H -2.532 -2.622 1.721 0.021
H -1.321 0.493 2.551 0.089
H -1.422 1.237 1.040 0.042
H -3.357 -0.146 -0.467 0.058
H -3.487 0.615 0.972 0.064
H -2.428 2.420 -0.422 0.088
H -2.458 3.819 0.765 0.087
H -2.861 3.689 -2.404 0.120
H -2.584 5.353 -1.687 0.075
H -5.082 3.416 -1.391 0.117
H -4.988 5.181 -1.892 0.104
H -5.532 5.898 0.245 0.096
H -3.971 5.254 0.949 0.050
H -5.289 2.993 1.079 0.052
H -6.024 4.231 1.997 0.064
H 1.008 7.658 -1.255 -0.040
H 4.205 7.569 -0.602 0.087
H 2.473 6.739 2.578 0.084
H 4.294 5.574 -1.428 0.108
H 4.665 3.800 -1.689 0.105
H 5.102 3.250 0.659 0.122
H 4.459 4.959 1.253 0.101
H 6.893 4.825 1.058 0.071
H 6.858 4.148 -0.438 0.076
C -5.063 -5.732 -0.132 -0.164
C -5.611 -6.487 1.069 -0.165
O -4.722 -6.172 2.141 -0.182
S -4.154 -4.667 1.934 0.639
O -4.937 -3.777 2.738 -0.209
O -2.722 -4.711 1.990 -0.259
O -4.604 -4.483 0.387 -0.190
H -4.208 -6.254 -0.570 0.134
H -5.821 -5.571 -0.899 0.141
H -5.647 -7.564 0.902 0.139
H -6.608 -6.128 1.340 0.136
C -0.847 -5.643 4.607 -0.173
C 0.179 -4.801 5.338 -0.174
O -0.409 -4.510 6.605 -0.189
S -1.349 -5.758 7.048 0.651
O -0.600 -6.594 7.939 -0.232
O -2.649 -5.250 7.369 -0.228
O -1.421 -6.493 5.603 -0.189
H -1.640 -5.017 4.191 0.111
H -0.401 -6.239 3.809 0.140
H 0.416 -3.882 4.803 0.132
H 1.098 -5.368 5.514 0.134
C -1.816 -2.266 -4.305 -0.168
C -2.221 -2.835 -5.657 -0.166
O -2.013 -4.244 -5.543 -0.185
S -2.294 -4.699 -4.011 0.657
O -3.631 -5.206 -3.929 -0.228
O -1.155 -5.430 -3.540 -0.248
O -2.271 -3.220 -3.343 -0.202
H -0.728 -2.189 -4.219 0.138
H -2.264 -1.290 -4.116 0.136
H -1.631 -2.423 -6.475 0.139
H -3.284 -2.665 -5.854 0.135
C -3.264 9.920 -2.110 -0.167
C -3.538 9.892 -0.614 -0.176
O -4.961 9.856 -0.501 -0.189
S -5.573 9.044 -1.767 0.651
O -5.820 7.694 -1.359 -0.236
O -6.569 9.860 -2.389 -0.220
O -4.240 9.056 -2.692 -0.190
H -3.412 10.923 -2.520 0.134
H -2.257 9.575 -2.351 0.136
H -3.132 10.764 -0.101 0.139
H -3.132 8.981 -0.152 0.067
C 8.174 -5.191 -1.486 -0.166
C 8.722 -4.304 -2.593 -0.170
O 7.572 -3.697 -3.185 -0.185
S 6.438 -3.488 -2.044 0.631
O 6.520 -2.136 -1.571 -0.237
O 5.217 -4.076 -2.505 -0.216
O 7.088 -4.458 -0.917 -0.196
H 7.778 -6.127 -1.890 0.135
H 8.923 -5.412 -0.726 0.138
H 9.286 -4.866 -3.337 0.138
H 9.351 -3.507 -2.186 0.134
```

Entry from the OMol25 dataset: a cluster of 4 separate species, C20H17F7INO14S3 in total at a distorted geometry (wB97M-V/def2-TZVPD).

Output
Kohn-Sham gap	7.7976	eV
highest occupied orbital energy	-9.89	eV
SMILES	O=C1C=C(c2ccncc2)C(=O)C(C(F)(F)C(F)(F)C(F)(F)F)=C1I.O=S1(=O)OCCO1.O=S1(=O)OCCO1.O=S1(=O)OCCO1

The geometry in XYZ format:
```
63
Properties=species:S:1:pos:R:3:nbo_charge:R:1
O -2.831 -4.631 1.061 -0.463
C -3.019 -3.519 0.668 0.491
C -4.361 -2.792 0.716 -0.243
C -4.319 -1.454 0.881 -0.049
C -5.640 -0.697 0.994 -0.040
C -5.853 0.404 1.929 -0.234
C -7.162 0.983 1.949 0.030
N -8.250 0.702 1.216 -0.397
C -8.104 -0.303 0.338 0.045
C -6.841 -1.001 0.238 -0.239
C -2.900 -0.764 1.003 0.567
O -2.840 0.212 1.695 -0.500
C -1.679 -1.407 0.292 -0.257
C -0.424 -0.648 -0.244 0.651
F 0.768 -1.136 0.213 -0.312
F -0.410 -0.822 -1.620 -0.320
C -0.382 0.909 -0.020 0.561
F 0.616 1.380 -0.846 -0.304
F -1.496 1.528 -0.455 -0.296
C 0.034 1.360 1.443 0.930
F -0.597 2.501 1.778 -0.290
F -0.091 0.402 2.371 -0.296
F 1.365 1.683 1.416 -0.323
C -1.763 -2.751 0.113 -0.114
I -0.314 -3.963 -0.862 0.276
H -5.297 -3.376 0.646 0.255
H -5.031 0.749 2.584 0.247
H -7.300 1.795 2.697 0.195
H -8.978 -0.592 -0.277 0.214
H -6.791 -1.844 -0.485 0.215
C -3.551 2.583 -3.278 -0.103
C -3.238 1.221 -3.858 -0.104
O -4.462 0.518 -3.778 -0.684
S -5.687 1.540 -3.952 2.535
O -6.131 1.491 -5.300 -0.886
O -6.541 1.355 -2.835 -0.895
O -4.867 2.914 -3.730 -0.676
H -3.577 2.549 -2.186 0.193
H -2.835 3.336 -3.602 0.214
H -2.462 0.697 -3.303 0.214
H -2.944 1.296 -4.908 0.193
C 4.368 0.706 3.374 -0.101
C 3.720 -0.326 2.474 -0.106
O 4.791 -1.183 2.069 -0.683
S 5.875 -1.275 3.260 2.539
O 5.629 -2.459 4.005 -0.888
O 7.153 -0.961 2.724 -0.910
O 5.351 -0.018 4.122 -0.680
H 4.881 1.474 2.791 0.196
H 3.653 1.179 4.044 0.215
H 3.238 0.122 1.609 0.225
H 2.992 -0.930 3.023 0.193
C 8.237 -0.417 -0.349 -0.105
C 9.415 -0.662 -1.270 -0.103
O 9.067 -0.007 -2.493 -0.683
S 8.169 1.292 -2.161 2.534
O 9.014 2.435 -2.155 -0.894
O 6.981 1.225 -2.936 -0.894
O 7.814 0.921 -0.632 -0.685
H 7.409 -1.092 -0.579 0.190
H 8.504 -0.518 0.700 0.233
H 9.598 -1.721 -1.439 0.213
H 10.324 -0.195 -0.882 0.192
```

Entry from the OMol25 dataset: a structure of composition C3H6BrIO at a distorted geometry (wB97M-V/def2-TZVPD).

Output
Kohn-Sham gap	9.7181	eV
highest occupied orbital energy	-9.41	eV

The geometry in XYZ format:
```
12
Properties=species:S:1:pos:R:3:nbo_charge:R:1
C -1.459 -0.227 -0.396 -0.687
C -0.146 -0.518 0.310 0.154
C 1.359 0.278 -0.490 -0.489
O -0.079 -0.172 1.660 -0.703
Br 1.418 2.126 0.223 -0.019
I 3.184 -0.654 -0.144 0.174
H -1.880 0.819 -0.308 0.230
H -1.374 -0.276 -1.484 0.232
H -2.282 -0.922 0.097 0.241
H 0.315 -1.567 0.304 0.204
H 1.272 0.361 -1.530 0.186
H -0.327 0.752 1.759 0.475
```